1.
59
Properties=species:S:1:pos:R:3:forces:R:3:lowdin_spin:R:1 method="wB97M-V/def2-TZVPD" e_lumo_ev="-9.07 / -13.18" spin_multiplicity=5 s2=6.06 charge=+3
C -1.91769 -3.72568 -4.50137 -1.514 0.882 -0.251 0.001
C -1.46525 -2.90271 -3.34625 -2.308 0.823 1.351 0.001
H -2.89700 -3.18886 -4.72992 1.324 -0.802 -0.531 0.000
H -2.24821 -4.73677 -4.20169 0.560 0.313 0.116 0.000
H -1.17448 -3.78253 -5.31619 -0.548 0.049 0.347 0.000
O -2.18472 -2.13443 -2.71832 1.484 -1.073 -1.028 0.006
Cl 0.14981 -3.13780 -2.76638 1.134 -0.436 0.119 0.012
Pd 0.17786 0.30707 0.11749 0.131 -1.840 -1.450 0.886
P -1.05198 -2.20361 0.46366 -0.598 -1.762 1.692 0.385
C -2.55845 -1.86109 1.41583 -0.134 0.878 -0.464 0.051
C -1.58777 -3.89179 -0.04540 0.245 -0.099 -1.466 0.059
H -1.77722 -4.52893 0.83078 0.098 0.586 0.017 0.012
H -0.26218 -3.64005 2.18605 0.122 0.221 0.025 0.014
H -0.82519 -4.38600 -0.65187 -0.186 0.040 0.082 0.000
H 1.09140 -2.82576 1.33899 -0.076 -0.189 0.284 0.003
H -3.31574 -1.56617 0.67692 -0.174 -0.065 0.473 0.001
H -2.50839 -3.79665 -0.63191 0.197 -0.097 0.067 0.000
C 0.09631 -2.68791 1.77956 0.926 0.536 -0.193 0.059
H -2.83458 -2.82055 1.87470 0.002 0.387 -0.021 0.013
H 0.16173 -1.92446 2.56158 -0.028 -0.136 -0.049 0.000
H -2.40703 -1.07741 2.16804 -0.200 -0.266 -0.204 0.001
P 0.40943 0.48639 -2.39836 1.104 0.886 -1.528 0.269
C -0.29776 2.11240 -2.75855 -0.521 -0.083 0.426 0.030
C 2.18456 0.87283 -2.37276 0.245 -0.446 0.608 0.058
H 0.80335 -1.17249 -4.20945 -0.185 0.436 0.099 0.000
H 0.69764 0.49924 -4.80268 -0.105 0.049 0.425 0.010
H -0.79531 -0.37743 -4.36127 0.303 0.055 0.090 0.000
C 0.26090 -0.22410 -4.09926 -0.381 -0.895 0.119 0.047
H 2.73336 -0.04418 -2.10919 0.094 0.361 -0.215 0.003
H 2.47508 1.21630 -3.37603 0.018 -0.048 0.315 0.014
H 0.13376 2.44648 -3.71190 -0.174 0.041 0.295 0.008
H -0.07276 2.82193 -1.95335 -0.130 -0.066 -0.305 0.000
H 2.38821 1.64381 -1.61604 0.063 -0.137 -0.278 0.000
H -1.38177 1.97618 -2.86307 0.160 0.374 -0.096 0.001
C -1.66919 0.69343 -0.22822 -5.504 1.796 -0.599 0.139
O -2.75014 1.07840 -0.37500 3.722 -1.372 0.397 0.008
C -0.16370 0.03031 5.45853 0.014 -0.105 0.371 0.157
C -1.28133 0.41692 4.69066 0.168 -0.036 -0.290 0.002
C -1.07115 0.83780 3.38139 -0.557 0.220 0.556 0.099
C 0.24614 1.07693 2.91940 -0.793 -1.345 -0.164 0.145
C 1.32429 0.46905 3.59568 0.803 0.448 1.339 0.110
C 1.12716 -0.02261 4.88900 0.038 0.255 -0.359 0.014
N 0.39269 1.63605 1.68544 1.016 0.627 1.163 0.700
C 1.24878 2.60389 1.22335 0.341 -0.585 -1.934 0.191
C 0.65773 3.64116 0.45232 -0.287 1.616 0.830 0.126
C 1.43379 4.70615 0.01182 -0.413 -0.418 -0.004 0.007
C 2.83068 4.61298 0.14653 -0.035 0.594 -0.387 0.195
C 3.44092 3.42517 0.58159 -0.214 -1.001 0.775 0.048
C 2.63986 2.38283 1.06559 1.175 0.273 -0.096 0.095
H -0.30599 -0.26571 6.51355 0.110 0.165 -0.730 0.006
H -2.28602 0.38959 5.14082 0.562 -0.015 -0.413 -0.001
H -1.88474 1.10251 2.71139 -0.059 0.213 0.350 0.003
H 2.29560 0.42241 3.10516 -0.138 0.118 0.394 0.003
H 1.97395 -0.40148 5.48724 -0.543 0.126 -0.536 0.001
H -0.42599 3.60362 0.34157 0.216 0.374 0.090 0.003
H 0.97190 5.60020 -0.43218 0.245 -0.578 0.139 -0.001
H 3.45444 5.45518 -0.16829 -0.202 -0.301 0.147 0.007
H 4.53965 3.35001 0.59430 -0.671 -0.093 -0.069 0.001
H 3.06075 1.40994 1.33594 0.059 0.549 0.160 0.002



2.
61
Properties=species:S:1:pos:R:3:forces:R:3:lowdin_spin:R:1 method="wB97M-V/def2-TZVPD" e_lumo_ev="-0.66 / -0.67" spin_multiplicity=4 s2=3.78 charge=0
P -0.36865 -1.99156 -2.17108 -1.538 3.020 1.382 0.003
P 0.32419 1.94029 -2.63723 0.157 1.630 0.040 0.003
C -0.40914 -0.81991 -3.56200 0.438 -0.165 -0.893 0.001
C 0.61009 0.34316 -3.53296 -0.181 -0.635 -0.085 0.001
H -1.42289 -0.45070 -3.76931 0.213 -0.322 0.231 0.000
H -0.14739 -1.46723 -4.41795 0.006 0.444 -0.047 0.000
H 1.60742 -0.02521 -3.23630 -0.455 0.292 0.196 0.000
H 0.74092 0.67666 -4.58055 -0.100 0.252 0.414 0.000
C -0.79121 3.01729 -3.59733 0.028 -0.160 -0.726 0.005
H -1.17413 3.82751 -2.96525 0.187 -0.313 -0.066 0.003
H -1.64869 2.46602 -3.99155 0.124 0.117 -0.040 0.001
H -0.22192 3.46178 -4.42205 -0.286 -0.139 0.010 0.000
C 1.94426 2.74086 -2.84874 0.329 -0.041 -0.090 0.001
H 1.90514 3.32410 -3.77771 0.136 -0.138 0.207 0.000
H 2.74272 1.98876 -2.92777 -0.280 0.276 0.091 0.000
H 2.18853 3.41714 -2.02039 -0.198 -0.227 -0.154 0.001
C -1.46924 -3.36192 -2.53614 0.126 -0.783 -1.042 0.001
H -1.43320 -4.09360 -1.71970 0.031 0.198 -0.124 0.000
H -1.11368 -3.84170 -3.45510 -0.269 -0.261 0.095 0.000
H -2.50376 -3.03043 -2.68275 0.265 0.065 0.131 0.000
C 1.28934 -2.67382 -2.16516 0.263 -0.658 -0.252 0.000
H 2.05782 -1.89616 -2.23301 -0.292 -0.080 0.211 0.000
H 1.38864 -3.33357 -3.03694 -0.008 -0.049 0.013 0.000
H 1.46453 -3.27298 -1.26390 -0.062 0.197 -0.113 -0.001
Co 0.80261 -1.70941 1.93564 1.021 -0.225 -0.362 1.947
C -0.29591 2.43554 -0.96438 0.947 -1.458 1.188 0.101
C -1.66381 2.01982 -0.69519 -0.528 0.806 0.292 0.595
C -2.41326 1.05959 -1.46648 -1.405 -0.942 -0.151 0.100
C -2.40417 -0.27480 -0.68616 -0.022 -0.611 -0.711 0.050
C -1.12330 -1.11098 -0.79426 0.020 -1.850 0.593 0.001
C 0.22512 -0.75470 -0.23756 1.449 -1.458 0.320 -0.009
C 1.15182 0.39449 -0.15610 0.176 0.681 0.527 0.005
C 0.62853 1.82901 0.13571 0.775 -0.063 0.012 0.041
C 2.25057 -2.54125 3.07463 -0.001 -0.075 -0.329 0.004
H -0.26219 3.53996 -0.93996 0.519 -0.206 -0.395 0.026
H -2.05220 2.23405 0.30726 0.252 0.056 -0.399 0.023
H -2.10023 0.92459 -2.52062 -0.006 0.092 0.579 0.000
H -3.47426 1.37747 -1.50872 0.308 -0.085 -0.128 0.025
H -2.56950 -0.07206 0.38480 0.266 -0.040 -0.257 0.001
H -3.24445 -0.91139 -0.99417 0.030 0.143 -0.136 0.004
H -1.42362 -2.03368 -0.24855 0.017 0.438 0.524 -0.002
H 0.84261 -1.70649 -0.03146 -0.847 0.923 0.289 -0.001
H 1.85476 0.40173 -1.02378 0.238 0.683 -0.275 0.001
H 1.84121 0.16980 0.70892 -0.471 0.251 -0.708 0.003
H 0.10935 1.78427 1.10396 0.002 0.137 -0.307 0.001
H 1.49119 2.50924 0.24956 -0.143 -0.295 0.080 0.004
H 2.84847 -1.77946 3.60759 -0.075 -0.353 -0.215 0.003
H 2.89344 -3.15049 2.42043 0.162 0.002 0.461 0.010
H 1.74029 -3.19058 3.80882 0.299 0.179 -0.223 0.001
F 0.54368 1.27686 8.12034 -0.014 -0.202 -0.339 0.002
C 0.25755 0.69634 6.93560 0.000 0.047 -0.120 0.006
C 0.87597 1.15261 5.76705 -0.246 -0.218 -0.020 -0.001
F 1.77964 2.15521 5.83269 -0.328 -0.360 0.019 -0.001
C 0.52635 0.58978 4.54051 -0.112 -0.249 0.153 0.006
F 1.12326 1.07733 3.41989 -0.316 -0.093 0.712 -0.001
C -0.43373 -0.43791 4.43542 0.052 0.293 0.850 0.005
S -0.99724 -1.00946 2.89941 -1.646 0.596 -0.065 0.025
C -1.00767 -0.89728 5.64648 0.394 0.276 -0.426 0.006
F -1.91451 -1.89324 5.59301 0.320 0.467 0.266 0.002
C -0.67961 -0.33773 6.87914 -0.059 -0.004 -0.236 -0.001
F -1.28642 -0.76150 8.01138 0.337 0.199 -0.455 -0.001



3.
61
Properties=species:S:1:pos:R:3:forces:R:3:mulliken_charge:R:1 method="wB97M-V/def2-TZVPD" e_lumo_ev=-1.06 charge=0
P 0.84957 1.55839 -2.72300 -1.087 -2.644 -3.029 0.814
P -0.00265 -1.84583 -1.96009 1.538 -3.233 1.169 1.802
C 1.54833 0.03400 -3.46968 0.481 0.219 -0.215 -1.117
C 0.56007 -1.12770 -3.59059 -0.759 -0.291 -0.929 -1.417
H 2.45971 -0.24140 -2.91364 -0.381 -0.057 -0.179 0.459
H 1.84510 0.33576 -4.48500 0.256 0.035 0.191 0.708
H -0.35528 -0.83483 -4.13313 0.340 0.151 -0.182 0.314
H 1.01586 -1.94682 -4.16205 0.057 0.422 -0.041 0.616
C 1.10128 -3.47684 -2.29547 0.263 0.144 -0.063 -1.875
H 1.06074 -4.16193 -1.43453 0.054 0.134 -0.311 0.281
H 2.15197 -3.21005 -2.47570 -0.046 -0.186 -0.052 0.483
H 0.73668 -4.01802 -3.17815 0.156 0.047 0.106 0.520
C -1.43275 -3.02607 -2.26675 -0.964 0.141 -1.330 -1.680
H -1.22653 -3.60484 -3.17678 -0.313 0.048 0.125 0.524
H -2.39658 -2.51992 -2.40529 -0.062 -0.242 0.045 0.405
H -1.51614 -3.73410 -1.42858 0.205 0.377 -0.240 0.323
C 2.20994 2.67171 -2.36229 0.188 0.532 0.617 -1.470
H 1.89199 3.50151 -1.71764 0.135 -0.174 -0.132 0.408
H 2.55072 3.09211 -3.32117 -0.268 -0.216 0.222 0.416
H 3.05657 2.14541 -1.90282 -0.391 0.116 -0.047 0.422
C -0.00106 2.28059 -4.15769 0.104 0.525 -0.145 -1.364
H -0.87428 1.68848 -4.46226 0.292 0.023 0.303 0.369
H 0.70446 2.30964 -4.99926 -0.181 0.058 0.193 0.463
H -0.32811 3.30613 -3.94583 -0.012 -0.190 -0.036 0.410
Mg 0.84046 2.08048 2.63110 -0.869 -1.191 0.221 0.998
C 0.21456 -2.10402 -0.07487 -2.300 -1.979 -0.505 -1.525
C 1.31175 -1.40148 -0.74439 1.386 3.886 -0.725 -0.007
C 1.56360 0.03515 -0.24328 0.636 -0.281 0.143 -0.791
C 0.37107 1.01238 -0.26685 -0.243 0.040 0.314 -1.456
C -0.43945 0.95579 -1.62207 0.324 1.566 2.730 -0.407
C -1.17204 -0.39385 -1.71085 0.445 -0.222 -0.258 -0.674
C -1.90848 -0.71275 -0.40995 -0.121 0.481 0.312 -1.330
C -0.96671 -1.43770 0.58928 0.391 0.100 1.260 -0.014
C -0.51660 3.53393 2.21943 0.554 0.345 -0.089 -1.355
H 0.39711 -3.13737 0.20016 -0.021 0.160 0.391 0.437
H 2.25186 -1.91394 -0.96488 -0.284 0.066 0.614 0.645
H 2.42134 0.47981 -0.78279 -0.209 -0.142 0.084 0.352
H 1.92178 -0.05337 0.79683 0.011 0.268 0.362 0.508
H -0.31346 0.78759 0.55374 0.059 0.061 -0.234 0.598
H 0.71737 2.04504 -0.05570 -0.036 -0.244 -0.328 0.436
H -1.20711 1.74801 -1.58247 0.259 0.111 0.050 0.632
H -1.85410 -0.40231 -2.57424 0.181 0.098 0.215 0.688
H -2.78594 -1.35342 -0.58742 0.376 0.276 -0.251 0.353
H -2.29694 0.21227 0.02790 -0.190 0.025 0.179 0.389
H -0.62611 -0.78078 1.40945 -0.591 -0.252 -0.428 -0.366
H -1.55668 -2.20557 1.11350 0.235 0.079 -0.223 0.881
H -1.40563 3.08563 2.68060 0.111 0.153 -0.197 0.239
H -0.64974 3.72678 1.15446 -0.221 0.261 0.199 0.317
H -0.19055 4.40966 2.78264 -0.401 0.281 -0.256 0.397
F -1.39794 0.01034 8.36275 0.085 -0.041 -0.188 -0.305
C -1.09887 0.10359 7.05854 0.236 0.248 -0.307 0.539
C -1.67582 -0.78343 6.13818 -0.191 -0.075 0.577 -0.099
F -2.53239 -1.72933 6.58215 0.591 0.577 -0.214 -0.296
C -1.37617 -0.70024 4.79396 0.145 -0.003 -0.446 0.234
F -1.89152 -1.61109 3.92656 0.405 0.860 0.707 -0.264
C -0.52299 0.32413 4.31329 0.307 0.210 -0.462 0.156
O -0.22072 0.44070 3.04062 0.726 0.602 0.675 -0.667
C 0.01067 1.22662 5.27037 -0.142 -0.129 -0.350 0.538
F 0.81480 2.30051 4.80531 -0.414 -1.250 0.105 -0.264
C -0.21728 1.10652 6.61892 -0.410 -0.335 0.846 -0.041
F 0.37725 1.92032 7.51746 -0.427 -0.349 -0.562 -0.289



4.
61
Properties=species:S:1:pos:R:3:forces:R:3:lowdin_spin:R:1 method="wB97M-V/def2-TZVPD" e_lumo_ev="-0.05 / -0.05" spin_multiplicity=3 s2=2.01 charge=0
P 0.86908 2.88198 1.27048 2.726 -2.202 -1.603 0.004
P 1.34342 0.00648 -3.42256 -0.742 -1.309 -0.207 0.591
C 2.12846 2.10796 0.01684 0.062 0.067 1.823 0.028
C 2.19892 1.46681 -1.33620 -0.323 0.910 -1.160 0.092
H 2.36233 1.24493 0.71402 -0.265 1.545 0.200 0.000
H 2.85879 2.94118 0.04703 0.158 -0.636 0.613 0.003
H 1.20945 1.52498 -1.83308 1.193 -0.155 0.385 0.020
H 3.01200 1.83499 -2.00345 -0.743 0.791 0.502 0.003
C 2.35512 -1.51280 -3.20771 -0.064 -0.691 -0.092 0.082
H 1.71537 -2.33250 -3.58244 0.423 0.052 0.172 0.023
H 2.60581 -1.78247 -2.16093 -0.209 0.181 -0.541 0.011
H 3.26542 -1.47026 -3.82204 -0.186 -0.183 0.316 -0.001
C 2.23471 0.80074 -4.77003 -0.236 0.533 -0.795 0.094
H 3.08719 0.22424 -5.14502 -0.132 0.226 -0.001 0.000
H 2.54356 1.81015 -4.46421 0.080 -0.140 -0.230 0.018
H 1.45625 0.89786 -5.55773 0.751 0.178 0.110 0.022
C 1.76377 2.49361 2.80841 -0.279 0.249 0.286 0.001
H 1.13068 2.77072 3.66057 0.201 0.036 -0.049 0.000
H 2.72088 3.02639 2.87062 -0.267 -0.079 -0.100 0.000
H 1.96621 1.41276 2.87857 -0.162 0.374 -0.236 0.000
C 0.80449 4.64810 1.02901 -0.878 0.482 0.192 0.001
H 0.76420 4.84455 -0.05004 -0.041 -0.003 0.280 0.000
H 1.69685 5.12244 1.45990 -0.243 -0.274 -0.133 0.000
H -0.09570 5.04532 1.51918 0.284 0.189 -0.195 0.000
Ti 3.57817 -0.30939 -0.36273 -4.064 0.812 -0.078 0.485
C 5.14746 -0.32765 -1.75295 2.044 -1.756 -1.049 0.213
C 5.06829 -1.57767 -1.03908 2.122 -0.448 -1.410 0.214
C 6.06062 -1.99315 0.05077 0.105 -0.176 0.343 0.028
C 6.07949 -1.00815 1.26445 0.362 -0.971 -0.127 0.003
C 4.78056 -0.24091 1.32044 0.429 -0.699 0.311 -0.015
C 4.67064 1.02392 0.63846 0.369 1.556 0.680 -0.016
C 5.75185 1.62024 -0.26371 0.350 0.493 0.631 0.009
C 6.21369 0.71544 -1.43336 -0.014 0.384 0.014 0.028
C -0.61133 1.90572 1.35728 -1.111 0.503 0.338 0.000
H 4.81307 -0.31193 -2.79604 -0.305 -0.042 0.412 0.019
H 4.55712 -2.44316 -1.51599 0.216 0.769 0.104 0.017
H 7.09534 -2.14035 -0.32126 -0.425 0.055 -0.181 0.009
H 5.72342 -2.98886 0.39532 0.172 0.421 -0.010 0.000
H 6.22912 -1.62331 2.16793 -0.088 0.290 -0.176 0.000
H 6.97103 -0.35097 1.22475 -0.475 -0.122 -0.127 0.000
H 4.12318 -0.47777 2.17328 0.364 0.582 -0.080 0.000
H 4.11014 1.77024 1.19926 0.502 0.090 -0.122 -0.001
H 6.61534 1.91516 0.36114 -0.023 0.040 -0.323 0.000
H 5.35066 2.55816 -0.69238 0.052 -0.340 0.224 0.000
H 6.35198 1.34278 -2.33802 -0.043 -0.311 0.485 0.002
H 7.21895 0.30187 -1.20743 -0.643 -0.197 -0.107 0.005
H -1.20013 2.07055 0.44801 0.064 -0.223 0.275 0.000
H -1.21130 2.18046 2.24016 0.140 -0.078 -0.282 0.000
H -0.33001 0.84397 1.44637 0.052 0.427 -0.182 0.000
F -3.15868 -3.03998 -0.80710 0.426 -0.156 -0.195 0.000
C -1.92623 -2.53007 -0.63877 0.059 -0.320 0.487 0.000
C -1.54893 -1.38963 -1.33353 -0.969 0.181 -0.015 0.001
F -2.37083 -0.83917 -2.26588 0.427 -0.467 0.949 0.002
C -0.45411 -0.67435 -0.91595 0.421 1.139 0.143 0.000
F -0.54950 0.67222 -1.18387 0.555 -0.980 -0.289 -0.001
C 0.54398 -1.22009 -0.06039 0.476 -0.586 0.080 0.001
O 1.81869 -0.87058 0.05771 -2.259 -0.471 0.920 0.003
C 0.09125 -2.33172 0.68524 -0.165 -0.400 -0.354 0.000
F 0.87610 -2.79353 1.68229 -0.259 -0.010 -0.516 0.000
C -1.10184 -3.00290 0.39202 -0.072 0.716 -0.064 0.000
F -1.49880 -4.03483 1.14999 0.101 0.156 -0.243 0.000



no.,E_tot (eV)
1,-62413.0475
2,-102896.9186
3,-61930.3289
4,-79598.3371